#i
Computed, not measured: a structure of composition C4H6OS, with ωB97M-V/def2-TZVPD.

Each line ends with the Mulliken charge.
Cartesian coordinates (Å):
C1 -0.293 -1.316 -0.425  -0.77
C2 0.448 -0.809 0.810  -0.57
C3 0.061 0.165 -0.160  0.73
C4 -0.861 1.332 -0.202  -1.00
O1 2.689 0.799 0.574  -0.41
S1 1.842 -0.161 -0.164  0.12
H1 0.258 -1.936 -1.256  0.15
H2 -1.264 -1.612 -0.316  0.35
H3 0.417 -1.232 1.740  0.54
H4 -1.586 1.119 0.627  0.28
H5 -1.314 1.249 -1.207  0.29
H6 -0.395 2.403 -0.021  0.28

E_HOMO (alpha / beta) = -4.3 / -9.6 eV
E_LUMO (alpha / beta) = 0.94 / -3.03 eV
orbital gap (alpha / beta) = 5.2698 / 6.5692 eV
2S+1 = 3

#ii
Computed, not measured: a cluster of 2 separate species, C4H6OS in total, with ωB97M-V/def2-TZVPD.

Each line ends with the Mulliken charge.
Cartesian coordinates (Å):
C1 2.014 0.467 0.335  0.38
C2 1.904 -0.150 1.556  -0.90
C3 1.705 1.286 -0.592  -0.51
C4 -2.197 -0.647 -0.699  -0.01
O1 -2.850 -1.641 -1.229  -0.35
S1 -2.656 0.532 0.315  -0.27
H1 2.578 -0.088 2.436  0.30
H2 1.151 -0.912 1.688  0.27
H3 1.133 2.165 -0.377  0.24
H4 2.103 1.309 -1.604  0.23
H5 -1.212 -0.670 -1.144  0.29
H6 -3.670 -1.651 -0.686  0.34

E_HOMO (alpha / beta) = -5.8 / -9.2 eV
E_LUMO (alpha / beta) = 0.40 / -1.97 eV
orbital gap (alpha / beta) = 6.2093 / 7.2707 eV
2S+1 = 3

Which structure is the least stable? The one labeled #i.

#i
Computed, not measured: a cluster of 2 separate species, C2H6BrClP in total, with ωB97M-V/def2-TZVPD.

Each line ends with the Mulliken charge.
Cartesian coordinates (Å):
C1 -0.794 -0.568 -1.866  -0.88
C2 0.449 0.448 2.103  -0.61
P1 -1.208 -0.550 0.010  0.57
Cl1 -1.876 -2.340 0.535  -0.10
Br1 -2.889 0.850 0.037  -0.04
H1 -0.494 0.431 -2.171  0.35
H2 -1.777 -0.717 -2.494  0.35
H3 -0.050 -1.449 -2.220  0.33
H4 -0.170 1.317 2.276  0.36
H5 1.490 0.593 1.659  0.33
H6 0.328 -0.387 2.768  0.36

E_HOMO (alpha / beta) = -14.4 / -14.4 eV
E_LUMO (alpha / beta) = -6.75 / -6.75 eV
net charge = +1
orbital gap (alpha / beta) = 7.6777 / 7.6792 eV

#ii
Computed, not measured: the ion C2H6BrClP with charge +1, with ωB97M-V/def2-TZVPD.

Each line ends with the Mulliken charge.
Cartesian coordinates (Å):
C1 1.324 0.532 -0.673  -0.91
C2 -0.995 -0.172 1.252  -0.88
P1 -0.298 -0.280 -0.425  0.81
Cl1 -0.180 -2.194 -1.115  -0.11
Br1 -1.747 0.832 -1.682  -0.05
H1 1.772 -0.174 -1.483  0.34
H2 2.102 0.361 0.133  0.37
H3 1.089 1.643 -0.798  0.36
H4 -1.766 -0.837 1.147  0.35
H5 -1.211 0.773 1.816  0.38
H6 -0.090 -0.484 1.828  0.33

E_HOMO = -15.7 eV
E_LUMO = -4.84 eV
net charge = +1
orbital gap = 10.9025 eV

Which structure is the least stable? The one labeled #i.

#i
Computed, not measured: the molecule C3HNO2, with ωB97M-V/def2-TZVPD.

Each line ends with the Mulliken charge.
Cartesian coordinates (Å):
C1 -2.047 -0.041 0.000  -0.14
C2 -0.944 -0.523 0.016  -0.08
O1 0.169 -1.209 0.023  -0.23
N1 1.407 -0.590 -0.044  -0.15
C3 1.865 0.515 -0.005  0.55
O2 2.547 1.450 0.013  -0.36
H1 -2.997 0.397 -0.003  0.41

E_HOMO = -9.9 eV
E_LUMO = 0.04 eV
SMILES = C#CON=C=O
orbital gap = 9.9632 eV

#ii
Computed, not measured: a cluster of 2 separate species, C3HNO2 in total, with ωB97M-V/def2-TZVPD.

Each line ends with the Mulliken charge.
Cartesian coordinates (Å):
C1 -0.901 2.067 -0.391  -0.64
C2 -1.588 0.992 -0.532  0.68
C3 4.451 1.001 0.501  0.73
N1 -1.969 -0.048 -0.937  -0.36
O1 3.377 0.768 -0.243  -0.49
O2 5.422 1.151 1.039  -0.24
H1 -0.585 2.875 0.268  0.32

E_HOMO (alpha / beta) = -9.7 / -9.7 eV
E_LUMO (alpha / beta) = -1.90 / -1.87 eV
orbital gap (alpha / beta) = 7.7648 / 7.7813 eV

Which structure is the least stable? The one labeled #i.

#i
Computed, not measured: the molecule C4H9BO2, with ωB97M-V/def2-TZVPD.

Each line ends with the Mulliken charge.
Cartesian coordinates (Å):
B1 1.352 -1.314 0.253  0.39
C1 2.392 -0.234 0.437  0.54
C2 -1.708 -0.504 0.341  -0.98
C3 -0.337 1.615 -0.269  -1.52
C4 -0.674 0.085 -0.630  0.60
O1 3.145 0.608 0.258  -0.28
O2 0.445 -0.784 -0.784  -0.74
H1 0.896 -1.810 1.236  -0.13
H2 2.118 -1.896 -0.439  -0.04
H3 -1.125 -0.932 1.244  0.20
H4 -2.339 0.416 0.731  0.28
H5 -2.416 -1.273 -0.003  0.31
H6 0.536 2.016 -0.795  0.42
H7 0.023 1.775 0.695  0.39
H8 -1.145 2.194 -0.674  0.42
H9 -1.165 0.037 -1.601  0.14

E_HOMO = -9.8 eV
E_LUMO = 0.14 eV
orbital gap = 9.9022 eV

#ii
Computed, not measured: a cluster of 2 separate species, C4H9BO2 in total, with ωB97M-V/def2-TZVPD.

Each line ends with the Mulliken charge.
Cartesian coordinates (Å):
B1 1.497 -0.310 0.251  0.52
C1 -2.209 -0.941 -0.173  -0.68
C2 -0.934 -0.968 0.307  0.01
C3 -0.398 1.528 -0.091  -1.37
C4 -0.071 0.074 0.164  0.50
O1 2.501 0.632 -0.177  -0.64
O2 1.728 -1.589 -0.217  -0.66
H1 -2.855 -1.888 -0.151  0.27
H2 -2.494 0.003 -0.720  0.23
H3 -0.317 -1.848 0.621  0.29
H4 -1.313 1.904 0.323  0.44
H5 0.417 2.207 0.184  0.32
H6 -0.432 1.716 -1.292  0.31
H7 1.430 -0.559 1.914  -0.08
H8 3.303 0.164 0.132  0.25
H9 2.645 -1.852 -0.503  0.27

E_HOMO (alpha / beta) = -8.0 / -8.7 eV
E_LUMO (alpha / beta) = -1.68 / -1.27 eV
orbital gap (alpha / beta) = 6.3217 / 7.4763 eV

Which structure is the least stable? The one labeled #ii.

#i
Computed, not measured: the molecule C22H29N5O3, with ωB97M-V/def2-TZVPD.

Each line ends with the Mulliken charge.
Cartesian coordinates (Å):
C1 -0.205 5.198 2.999  -1.42
C2 -0.395 3.927 3.821  0.86
C3 -0.038 4.172 5.285  -1.57
C4 0.470 2.792 3.260  -1.19
N1 0.092 2.445 1.911  0.17
C5 0.926 2.553 0.865  0.69
O1 2.080 2.914 0.941  -0.67
C6 0.269 2.176 -0.478  -1.34
N2 0.086 0.735 -0.614  0.09
C7 1.038 0.059 -1.395  0.38
O2 1.929 0.645 -1.974  -0.70
C8 0.780 -1.348 -1.411  -0.31
C9 -0.329 -1.914 -0.803  1.80
N3 -0.348 -3.251 -0.997  -0.65
C10 0.731 -3.495 -1.712  -0.52
N4 1.446 -2.395 -2.002  0.10
C11 2.702 -2.311 -2.700  -1.40
C12 3.887 -2.732 -1.815  1.02
C13 3.963 -1.857 -0.567  -1.34
C14 5.173 -2.625 -2.628  -1.60
N5 -1.229 -1.160 -0.115  0.21
C15 -2.438 -1.770 0.427  -1.84
C16 -3.518 -1.798 -0.623  0.68
C17 -3.590 -2.858 -1.518  -0.23
C18 -4.555 -2.866 -2.509  -0.70
C19 -5.451 -1.815 -2.616  -0.37
C20 -5.376 -0.752 -1.731  -0.68
C21 -4.411 -0.742 -0.739  -0.30
C22 -1.039 0.193 -0.012  0.57
O3 -1.827 0.895 0.600  -0.78
H1 -0.465 5.024 1.957  0.30
H2 -0.835 5.998 3.382  0.43
H3 0.832 5.522 3.041  0.33
H4 -1.445 3.619 3.759  0.24
H5 -0.655 4.967 5.697  0.40
H6 1.005 4.465 5.374  0.35
H7 -0.196 3.273 5.877  0.39
H8 0.379 1.907 3.901  0.34
H9 1.519 3.097 3.226  0.41
H10 -0.853 2.117 1.748  0.17
H11 -0.703 2.665 -0.569  0.40
H12 0.940 2.489 -1.281  0.46
H13 1.008 -4.477 -2.042  0.46
H14 2.834 -1.272 -3.009  0.38
H15 2.654 -2.951 -3.586  0.36
H16 3.741 -3.775 -1.510  0.22
H17 4.856 -2.095 0.006  0.46
H18 3.099 -2.014 0.076  0.31
H19 3.999 -0.805 -0.843  0.27
H20 6.022 -2.954 -2.034  0.41
H21 5.121 -3.242 -3.522  0.39
H22 5.342 -1.594 -2.927  0.36
H23 -2.748 -1.171 1.286  0.62
H24 -2.170 -2.782 0.735  0.57
H25 -2.882 -3.670 -1.434  0.44
H26 -4.609 -3.694 -3.201  0.38
H27 -6.204 -1.823 -3.389  0.38
H28 -6.070 0.071 -1.815  0.38
H29 -4.343 0.089 -0.053  0.42

E_HOMO = -8.6 eV
E_LUMO = 0.62 eV
SMILES = CC(C)CNC(=O)Cn1c(=O)c2c(ncn2CC(C)C)n(Cc2ccccc2)c1=O
orbital gap = 9.2536 eV

#ii
Computed, not measured: the molecule C22H29N5O3, with ωB97M-V/def2-TZVPD.

Each line ends with the Mulliken charge.
Cartesian coordinates (Å):
C1 -3.228 -1.235 -2.951  -1.69
C2 -2.660 -0.555 -1.703  1.28
C3 -1.473 0.332 -2.068  -1.35
O1 -3.589 0.305 -1.057  -0.48
C4 -4.820 -0.243 -0.648  -0.64
C5 -4.741 -1.328 0.430  -0.39
C6 -4.159 -0.820 1.754  -1.15
N1 -2.778 -0.424 1.647  -0.09
C7 -1.773 -1.313 1.759  0.51
O2 -1.942 -2.502 2.050  -0.89
C8 -0.443 -0.760 1.549  -0.28
C9 0.720 -1.525 1.635  -0.22
N2 0.740 -2.851 1.825  -0.33
N3 1.832 -0.741 1.448  0.28
C10 3.199 -1.178 1.391  -1.71
C11 3.534 -1.828 0.032  0.50
C12 3.476 -0.809 -1.124  -0.31
C13 4.820 -0.995 -1.831  -0.58
C14 5.694 -1.518 -0.694  -0.50
O3 4.847 -2.363 0.060  -0.49
C15 1.410 0.543 1.216  0.13
N4 2.159 1.578 0.975  -0.52
C16 1.469 2.737 0.791  0.13
C17 2.183 3.918 0.526  -0.50
C18 1.519 5.098 0.333  -0.51
C19 0.118 5.145 0.393  -0.51
C20 -0.607 4.014 0.648  -0.46
C21 0.043 2.783 0.856  0.00
N5 -0.708 1.684 1.105  -0.50
C22 -0.033 0.570 1.285  1.68
H1 -3.972 -1.986 -2.696  0.40
H2 -3.683 -0.492 -3.603  0.36
H3 -2.421 -1.726 -3.489  0.48
H4 -2.319 -1.331 -0.998  -0.12
H5 -1.763 1.036 -2.844  0.42
H6 -0.643 -0.273 -2.423  0.32
H7 -1.161 0.896 -1.195  0.18
H8 -5.376 -0.637 -1.511  0.32
H9 -5.372 0.618 -0.256  0.42
H10 -4.135 -2.165 0.081  0.21
H11 -5.752 -1.697 0.610  0.47
H12 -4.206 -1.628 2.490  0.44
H13 -4.738 0.034 2.115  0.45
H14 -2.557 0.490 1.272  0.35
H15 1.577 -3.334 2.100  0.22
H16 -0.187 -3.218 2.051  0.28
H17 3.400 -1.897 2.191  0.36
H18 3.829 -0.298 1.542  0.42
H19 2.849 -2.669 -0.134  0.39
H20 2.630 -0.994 -1.782  0.22
H21 3.388 0.202 -0.724  0.13
H22 5.202 -0.073 -2.262  0.34
H23 4.740 -1.749 -2.614  0.27
H24 6.542 -2.118 -1.026  0.37
H25 6.060 -0.689 -0.072  0.26
H26 3.260 3.860 0.484  0.45
H27 2.071 6.004 0.132  0.38
H28 -0.387 6.087 0.235  0.39
H29 -1.685 4.028 0.695  0.44

E_HOMO = -7.8 eV
E_LUMO = 0.08 eV
SMILES = CC(C)OCCCNC(=O)c1c(N)n(C[C@H]2CCCO2)c2nc3ccccc3nc12
orbital gap = 7.8361 eV

Which structure is the least stable? The one labeled #ii.

#i
Computed, not measured: the molecule C3H8S2, with ωB97M-V/def2-TZVPD.

Each line ends with the Mulliken charge.
Cartesian coordinates (Å):
C1 0.152 -0.576 -1.212  -1.30
C2 0.260 -0.481 0.297  0.09
S1 -0.832 -1.496 1.165  -0.14
C3 0.236 0.992 0.851  -0.45
S2 1.305 1.227 2.271  -0.19
H1 0.319 -1.615 -1.534  0.36
H2 -0.974 -0.312 -1.621  0.28
H3 0.828 0.097 -1.866  0.31
H4 1.189 -0.970 0.559  0.24
H5 -1.821 -1.256 0.271  0.11
H6 0.573 1.849 0.147  0.31
H7 -0.869 1.235 1.087  0.28
H8 0.755 0.272 2.892  0.08

E_HOMO = -9.1 eV
E_LUMO = 0.86 eV
SMILES = C[C@H](S)CS
orbital gap = 9.9322 eV

#ii
Computed, not measured: a cluster of 2 separate species, C3H8S2 in total, with ωB97M-V/def2-TZVPD.

Each line ends with the Mulliken charge.
Cartesian coordinates (Å):
C1 -2.238 1.889 -0.488  -0.34
C2 -3.328 2.198 0.190  -0.48
H1 -2.040 2.291 -1.473  0.22
H2 -1.455 1.263 -0.073  0.16
H3 -4.108 2.800 -0.257  0.21
H4 -3.600 1.843 1.179  0.23
C3 1.479 -1.754 0.542  -0.67
S1 3.242 -1.711 0.909  -0.05
S2 4.150 -1.118 -0.811  -0.21
H5 1.031 -1.936 1.528  0.25
H6 1.255 -2.603 -0.100  0.30
H7 1.101 -0.828 0.114  0.24
H8 4.511 -2.332 -1.260  0.16

E_HOMO = -9.1 eV
E_LUMO = 0.68 eV
SMILES = C=C.CSS
orbital gap = 9.7782 eV

#iii
Computed, not measured: a cluster of 2 separate species, C3H8S2 in total, with ωB97M-V/def2-TZVPD.

Each line ends with the Mulliken charge.
Cartesian coordinates (Å):
C1 -1.161 0.132 2.805  -0.42
C2 -0.783 1.215 2.130  -0.50
H1 -1.961 0.198 3.535  0.23
H2 -0.676 -0.817 2.618  0.23
H3 -1.415 2.085 2.003  0.24
H4 0.265 1.303 1.861  0.24
C3 -0.091 -0.872 -1.771  -0.74
S1 1.644 -0.678 -1.318  -0.03
S2 2.471 -0.517 -3.227  -0.24
H5 -0.695 -0.527 -0.936  0.25
H6 -0.263 -0.295 -2.675  0.30
H7 -0.374 -1.896 -2.022  0.30
H8 3.039 0.670 -3.003  0.16

E_HOMO = -8.7 eV
E_LUMO = 0.55 eV
SMILES = C=C.CSS
orbital gap = 9.2283 eV

Which structure is the least stable? The one labeled #iii.